Entry 1:
An isolated molecule of C23H26N4O6S, computed with ωB97M-V/def2-TZVPD.

Structure (XYZ):
```
60
Properties=species:S:1:pos:R:3:forces:R:3:lowdin_charge:R:1
C 4.748524 -0.578722 1.223309 0.157 -0.110 -0.070 -0.0621
O 3.555962 0.026817 1.673212 -0.052 -0.002 -0.072 -0.0984
H -4.397157 0.328152 -5.798603 0.029 0.201 0.079 0.0929
C -0.267680 -1.382043 1.906277 -0.168 -0.059 0.066 -0.0332
H 3.239100 -1.806775 3.566681 0.050 -0.049 -0.125 0.0599
H -3.591519 1.908594 -5.884755 -0.014 0.018 0.028 0.1024
C -0.526299 1.756329 -1.790575 -0.003 -0.112 -0.069 -0.2783
O -0.115277 -1.153678 -2.129126 -0.033 -0.101 -0.037 0.0498
C -2.103324 -0.839333 0.467850 -0.073 0.032 -0.056 -0.0896
S 1.530353 1.614215 2.977924 0.231 0.099 -0.188 0.7138
H -3.296463 3.096176 -4.006937 0.013 -0.064 -0.012 0.1037
H 4.550317 -1.532994 0.724081 0.003 0.056 0.022 0.0994
H -4.805804 1.579088 -4.608567 0.018 0.024 -0.011 0.1024
C -2.251751 1.403028 -3.515298 0.246 -0.071 0.084 -0.2227
H 0.119510 -1.173743 4.671369 0.077 0.092 -0.028 0.1307
C -1.845962 0.292800 2.566946 0.073 -0.103 0.100 -0.0471
O -3.393635 -1.460238 -5.210875 -0.087 -0.161 -0.096 0.0923
H -2.178763 1.034658 3.276492 -0.006 0.114 0.081 0.1154
N -1.767755 -1.274813 -3.652905 0.081 -0.270 0.020 0.0348
O 2.783202 2.241732 3.287558 0.039 -0.282 -0.026 -0.2709
C -1.563090 -2.711569 -3.745473 0.091 -0.307 -0.026 0.0018
O -0.840953 2.943840 -1.649232 0.010 0.080 0.125 0.0526
H 1.792389 0.423540 -2.508426 -0.017 -0.091 -0.069 0.1256
H 0.626695 -1.951177 2.112725 0.163 -0.069 0.003 0.1186
N 1.435541 0.151129 3.782919 -0.001 0.817 -0.417 -0.2350
H 3.767096 -1.812441 5.256455 0.071 -0.083 0.094 0.0744
C -1.219617 0.873993 -2.716337 0.030 0.149 0.058 0.0014
H 3.298977 0.500559 4.510747 0.026 -0.122 0.247 0.1025
C 1.552666 1.143133 1.249978 0.218 0.190 0.737 -0.1735
N -2.550469 2.695876 -3.469483 -0.092 0.052 -0.031 0.2123
H -1.395520 -2.990198 -4.784880 -0.024 -0.024 0.060 0.0984
C -2.742573 -0.772371 -4.457605 0.055 0.108 0.066 -0.4481
H 2.133886 0.016805 5.762308 0.041 0.069 -0.098 0.1262
H 5.301457 0.079465 0.547285 -0.045 -0.010 0.022 0.1017
H -0.409069 0.528470 4.720974 -0.008 -0.208 0.023 0.1241
C 2.648250 0.430826 0.762034 -0.071 0.005 -0.224 -0.2519
N -2.958104 0.602697 -4.365219 -0.071 0.209 -0.002 0.0212
C 1.703541 0.602292 -1.448464 -0.220 0.222 0.191 -0.0071
C -2.541846 0.098130 1.385792 -0.141 0.011 -0.065 -0.0753
C -0.950416 -0.544933 -2.765753 -0.154 0.137 -0.153 -0.3731
C 2.929035 -1.623112 4.590686 -0.162 0.289 0.046 -0.0703
C -0.962915 -1.580104 0.728508 0.107 -0.145 0.046 -0.0727
H -0.277529 2.114407 0.834296 -0.127 0.064 -0.010 0.1269
C 0.075946 -0.239514 4.104467 -0.397 0.069 0.011 -0.1568
H 5.342857 -0.753446 2.118634 -0.011 -0.017 -0.080 0.0964
H -0.697501 -2.959197 -3.136266 -0.131 0.006 -0.094 0.0885
H -0.609346 -2.297505 0.005222 0.037 -0.046 -0.055 0.0988
H -2.648548 -0.994021 -0.452560 -0.047 0.000 -0.090 0.0998
H 2.126727 -2.313918 4.840996 -0.043 -0.137 0.021 0.0659
H -3.427992 0.682311 1.182701 -0.071 0.053 -0.016 0.1039
H 3.576921 -0.309570 -1.036090 0.093 -0.050 0.011 0.1083
H -2.445520 -3.236215 -3.379624 0.035 -0.023 -0.039 0.1018
C 2.724130 0.195135 -0.611020 0.260 -0.066 0.190 0.0169
O 0.333858 2.372904 3.214411 -0.165 -0.260 -0.109 -0.2705
C -0.704951 -0.447527 2.837331 -0.396 -0.195 -0.006 -0.2343
H -2.006378 3.218736 -2.760540 -0.128 -0.048 -0.121 0.0869
C 0.543475 1.556043 0.413793 -0.106 0.052 -0.223 0.0172
C 2.472846 -0.174788 4.734551 0.584 -0.076 0.151 -0.2537
C -4.000130 1.154687 -5.210264 -0.214 -0.047 -0.215 -0.0092
C 0.580598 1.247376 -0.943635 0.438 0.188 0.351 -0.1357
```
Forces are in eV/Å.

Properties
Total charge: 0
HOMO, Eh: -0.31141
SMILES: CCN(Cc1ccccc1)S(=O)(=O)c1cc(C(=O)c2c(N)n(C)c(=O)n(C)c2=O)ccc1OC
E_LUMO, eV: 0.4
Kohn-Sham gap, eV: 8.8534


Entry 2:
An isolated molecule of CH4P2S in a non-equilibrium geometry, computed with ωB97M-V/def2-TZVPD.

Structure (XYZ):
```
8
Properties=species:S:1:pos:R:3:forces:R:3:lowdin_charge:R:1
H -0.673577 -0.531420 1.270363 -1.686 -1.234 1.949 -0.0667
P -0.052918 0.207601 0.392106 -2.389 1.440 -3.451 0.4003
C 0.738016 -1.057033 -0.537282 1.730 0.745 -0.838 -0.9286
P -1.424257 1.479802 -0.659398 0.270 -0.317 0.375 0.3023
S 2.293341 -0.864895 -0.947871 -0.353 -0.446 0.087 0.6360
H 0.082847 -1.738217 -1.008466 -0.553 -1.092 -0.489 -0.0049
H -0.456234 2.308669 -1.331981 0.099 -0.592 0.402 -0.2485
H 0.956197 0.651794 1.040124 2.882 1.496 1.965 -0.0899
```
Forces are in eV/Å.

Properties
Total charge: 0
HOMO, Eh: -0.28383
SMILES: P=[PH2]C=S
E_LUMO, eV: -1.4
Kohn-Sham gap, eV: 6.3513


Entry 3:
A cluster of 7 separate species, C21H42BrINO6 in total in a non-equilibrium geometry, computed with ωB97M-V/def2-TZVPD.

Structure (XYZ):
```
72
Properties=species:S:1:pos:R:3:forces:R:3:lowdin_charge:R:1
H 7.441827 -1.598167 -1.806899 -0.254 0.039 0.037 0.0858
C 0.962958 -0.288689 1.746684 0.994 1.085 -0.873 -0.1600
H 4.604098 -0.907637 4.660074 0.198 0.049 0.058 0.0845
C -5.002313 -3.515852 -2.812900 1.658 0.683 1.108 -0.4952
C -0.427378 0.469760 1.236381 0.603 -2.226 0.708 -0.6773
H -5.696902 -2.932449 -4.750938 -0.212 -0.044 0.040 0.0796
N -3.037137 0.288277 1.726735 1.972 0.416 1.371 -0.6971
C 3.551819 -4.281718 -1.761726 0.453 -0.130 0.281 -0.0302
H -1.547401 0.936281 3.166163 -0.204 -1.537 -1.793 0.0890
C -2.854944 2.110103 -2.299165 1.598 -0.629 0.511 -0.4982
H -6.324458 5.498931 2.626497 -0.011 -0.038 0.223 0.0787
C 7.926208 0.285472 -0.914461 1.250 0.322 0.822 -0.4979
C -5.527282 -4.923757 -2.722193 0.274 -0.246 0.324 -0.0336
H -4.904950 -5.499051 -2.028501 -0.125 0.177 -0.139 0.0837
H 2.714188 -4.902830 -1.434531 -0.023 0.040 -0.230 0.0869
H -4.028838 4.169237 3.058074 -0.082 0.053 0.205 0.0828
H -0.645594 0.131963 0.137247 0.090 0.864 2.215 0.0589
H -1.464143 -0.917861 2.838378 0.088 1.735 -1.358 0.0786
H -2.597253 2.887702 -0.327675 -0.221 -0.122 -0.171 0.0215
I -3.507402 -1.191532 0.370247 0.369 0.045 0.111 0.5048
H -7.190040 4.354341 3.704223 0.144 0.174 0.024 0.0782
H -4.043821 2.429603 2.692797 -0.077 -0.043 -0.041 0.0520
H -4.268611 2.430771 -0.725035 -0.032 0.119 0.009 0.0756
C -1.638097 0.128947 2.291632 -1.116 0.489 -0.055 -0.5650
H 5.543410 1.156436 1.580382 -0.009 -0.112 0.221 0.0823
C 5.706731 0.591707 2.504441 -0.119 0.248 -0.355 -0.0250
C 4.620782 0.176176 4.799836 -0.417 0.157 0.226 -0.0293
H 8.023571 -1.697727 -0.130062 -0.103 0.156 -0.151 0.0849
H 6.375179 -1.112899 -0.447493 -0.054 -0.115 -0.272 0.0621
H 2.153939 -2.116649 -2.973455 -0.170 -0.161 0.038 0.0860
C 7.200013 1.239388 -1.824801 0.277 0.414 0.106 -0.0262
H -3.551415 3.927138 -1.408937 -0.223 -0.014 -0.064 0.0791
H 6.165051 1.354198 -1.493196 -0.019 -0.139 -0.198 0.0876
O -6.121971 2.707662 1.318811 0.084 1.182 1.235 0.0468
H -7.687562 4.540316 2.007722 0.173 -0.015 0.125 0.0765
O -1.744198 1.581940 -2.290108 -1.408 0.673 -0.291 0.0228
H -6.763470 -2.447126 -3.391635 -0.013 -0.103 -0.174 0.0843
H -4.894550 3.024605 4.135833 0.047 0.210 0.036 0.0821
H -3.269327 1.407061 -4.271949 -0.069 0.102 0.167 0.0760
O 3.656476 1.623075 3.163426 1.396 -1.027 0.497 0.0443
C 3.325156 -2.854109 -1.341522 0.755 0.908 0.890 -0.4874
C -3.358052 2.892269 -1.115477 0.391 -0.124 0.196 -0.0363
H -4.691991 1.498013 -3.209883 -0.036 0.207 0.017 0.0795
C 2.105494 -2.157012 -1.882370 0.183 0.397 0.283 -0.0231
H 7.231620 0.868874 -2.852499 -0.227 -0.039 0.073 0.0833
O -4.017854 -3.158647 -2.167888 -1.505 -0.737 -1.178 -0.0459
C 7.401239 -1.122433 -0.823755 0.310 -0.057 0.361 -0.0271
C -6.829242 4.531612 2.687933 -0.470 0.013 -0.349 -0.0423
H -5.486695 -5.399491 -3.705338 -0.221 0.028 0.019 0.0784
H 3.664705 -4.335990 -2.847477 -0.217 -0.080 0.046 0.0826
H -5.238596 -1.583038 -3.688264 -0.081 -0.240 0.056 0.0804
O 8.910667 0.642677 -0.269449 -1.152 -0.372 -0.758 0.0358
H 5.738463 -0.473509 2.262374 0.160 0.021 0.111 0.0842
C 4.578137 0.865420 3.462248 -1.414 1.160 -0.531 -0.4886
H 7.689925 2.218285 -1.789825 -0.088 -0.229 0.014 0.0826
H -6.553342 -4.914223 -2.345932 -0.018 -0.058 -0.204 0.0822
H 1.203448 -2.683372 -1.560584 -0.012 -0.005 -0.214 0.0955
Br -0.178760 2.480134 1.149650 -0.021 -1.083 0.032 0.5256
H -3.974829 2.994248 -3.893822 -0.193 -0.038 0.097 0.0755
H 0.828716 -0.870347 2.758756 0.096 1.089 -2.131 0.0719
H 3.742873 0.467474 5.386257 0.179 -0.051 -0.176 0.0852
C -4.631625 3.258601 3.101106 0.155 -0.372 -0.328 -0.0264
H 2.070989 -1.133233 -1.494860 -0.013 -0.244 -0.081 0.0823
H 4.469063 -4.656090 -1.294846 -0.188 0.098 -0.084 0.0801
H 6.654311 0.910116 2.946199 0.027 -0.221 -0.012 0.0861
C -3.763402 1.999258 -3.494344 0.223 -0.333 -0.392 -0.0368
C -5.882590 3.433726 2.282306 0.047 -1.285 -1.312 -0.4905
H 1.358399 -0.991653 0.866564 -0.971 1.237 2.101 0.0623
O 4.106500 -2.279354 -0.585246 -0.769 -0.746 -0.892 0.0321
C -5.728508 -2.561935 -3.723240 0.247 0.430 0.052 -0.0264
H 1.828569 0.520479 1.889445 -1.935 -1.793 -0.176 0.0442
H 5.520019 0.476102 5.343859 0.052 -0.212 -0.061 0.0805
```
Forces are in eV/Å.

Properties
Total charge: -1
HOMO, Eh: -0.08629
E_LUMO, eV: 2.3
Kohn-Sham gap, eV: 4.6915


Entry 4:
An isolated molecule of C13H15N3O3S2 in a non-equilibrium geometry, computed with ωB97M-V/def2-TZVPD.

Structure (XYZ):
```
36
Properties=species:S:1:pos:R:3:forces:R:3:lowdin_charge:R:1
H 0.643150 -1.850366 -0.991415 -0.036 -0.069 -0.033 0.0578
C 1.808913 -1.588011 1.850145 0.658 -0.087 0.201 -0.2111
C -4.095115 0.277512 -1.130195 -0.008 0.043 -0.080 -0.0042
S 2.335748 1.959026 -1.730382 0.059 -0.923 0.284 1.0058
H 2.599306 -0.832157 1.806569 -0.166 -0.170 0.058 0.1071
H -4.927577 0.347661 -0.430397 -0.094 -0.040 0.005 0.0875
H 4.409280 1.936041 -0.372220 0.252 0.159 0.106 0.0715
C 2.248711 -2.875209 1.175115 -0.250 0.340 0.041 -0.0674
C -1.487045 -1.456906 -0.978704 0.216 -0.086 -0.147 -0.4082
C -0.845268 3.048140 1.384784 -0.004 0.024 0.097 -0.0024
H -4.063189 -0.733503 -1.524515 -0.062 0.005 0.001 0.0741
S 0.301836 -0.129965 -2.602021 -0.238 -0.269 -0.397 0.9627
C -1.337211 1.846095 0.669733 0.573 -0.214 0.075 -0.2223
O 0.644914 -1.077626 1.194032 -0.346 -0.146 -0.117 -0.0115
H 1.538825 -1.766760 2.896971 0.021 0.080 -0.124 0.1280
H 3.051236 -3.325514 1.751860 0.080 -0.084 0.072 0.0772
H -0.247192 -2.464580 -2.412674 -0.010 0.027 0.121 0.0920
H 0.118539 2.829729 1.834689 -0.024 0.062 0.008 0.0731
H -1.548887 3.354258 2.158525 -0.030 0.071 0.064 0.0842
N 3.547743 0.057776 -0.546078 1.436 0.111 0.896 -0.0428
H -3.254255 2.548811 0.167385 0.078 -0.085 0.014 0.1715
N 2.499109 -0.517515 -1.109268 -1.055 -0.663 -0.678 -0.0615
C -2.817021 0.583776 -0.443359 0.266 -0.677 -0.199 -0.2315
H -4.274172 0.977502 -1.946788 -0.070 0.034 -0.063 0.0847
O 1.407970 1.034006 1.362472 -0.062 -0.109 0.097 0.0711
C 3.625586 1.316762 -0.756049 -0.376 0.668 -0.460 -0.4525
O -2.353949 -2.297145 -1.067364 -0.051 -0.105 -0.024 0.0958
C -0.160276 -1.647934 -1.696509 0.042 0.087 -0.314 -0.3212
C -0.726365 0.632541 0.420330 -0.351 0.289 -0.045 -0.0549
N -2.587368 1.793499 0.136588 -0.052 0.156 0.030 0.1385
C 0.554840 0.244937 1.016361 0.100 0.395 0.219 -0.4607
H 1.415984 -3.572324 1.118996 -0.041 -0.149 0.008 0.0781
C 1.748899 0.306916 -1.763425 0.218 0.774 -0.149 -0.9484
H 2.613087 -2.664056 0.173355 0.022 -0.031 -0.052 0.0548
H -0.718914 3.877536 0.688355 0.033 0.085 -0.012 0.0880
C -1.669861 -0.172953 -0.304904 -0.730 0.497 0.500 -0.1029
```
Forces are in eV/Å.

Properties
Total charge: 0
HOMO, Eh: -0.30921
SMILES: CCOC(=O)c1c(C)[nH]c(C)c1C(=O)CSc1nncs1
E_LUMO, eV: 0.5
Kohn-Sham gap, eV: 8.8986


Entry 5:
An isolated molecule of C5H5NS in a non-equilibrium geometry, computed with ωB97M-V/def2-TZVPD.

Structure (XYZ):
```
12
Properties=species:S:1:pos:R:3:forces:R:3:lowdin_charge:R:1
C 0.566421 0.985000 0.028991 -1.722 -1.190 -0.247 -0.1532
H -0.470367 -2.144853 0.359661 0.244 0.444 -0.627 0.1208
S 2.953393 -0.434588 -0.082149 -0.248 0.380 -0.139 0.6301
H 2.502346 1.830245 -0.037747 -0.249 0.261 -0.035 0.0388
H 0.061283 1.929971 0.104408 0.109 0.360 -0.239 0.1016
C -0.294676 -0.121747 -0.010619 1.762 -1.213 -0.618 -0.3173
C -1.705397 0.008196 -0.182912 -1.504 -0.240 1.162 -0.0672
H -3.937352 0.160697 0.050286 -0.444 -0.266 -0.129 0.0308
N 0.149420 -1.433597 -0.034094 -1.510 0.991 0.406 0.1263
C 1.947185 0.898183 -0.048854 1.501 -0.441 0.416 -0.6247
H 1.140518 -1.616450 -0.068340 0.423 0.177 0.261 -0.0436
C -2.912769 -0.061061 -0.078633 1.639 0.736 -0.211 0.1577
```
Forces are in eV/Å.

Properties
Total charge: 0
HOMO, Eh: -0.30874
SMILES: C#C/C(N)=C/C=S
E_LUMO, eV: -0.8
Kohn-Sham gap, eV: 7.5562


Entry 6:
A structure of composition C3H4O3Sm in a non-equilibrium geometry, computed with ωB97M-V/def2-TZVPD.

Structure (XYZ):
```
11
Properties=species:S:1:pos:R:3:forces:R:3:lowdin_charge:R:1
O 0.904677 -0.414363 0.637077 0.459 0.472 0.816 0.1381
C 0.381174 0.724747 0.972829 1.676 0.276 -1.393 -0.6270
O -0.711979 1.167161 0.371267 -1.817 -0.675 -1.552 0.0411
H 0.536015 -0.479129 -2.022221 -0.634 0.338 0.145 0.1102
C -0.060393 -1.168957 -1.420860 1.151 -0.849 0.427 0.0904
H -1.039336 0.569353 -0.415442 0.733 0.722 1.690 0.1831
C 0.236670 -1.369518 -0.133967 -1.434 -0.206 -0.708 -0.0955
H -0.609215 -1.959376 -1.933690 0.139 0.276 0.087 0.1031
H -0.038186 -2.235123 0.467032 -0.061 0.257 -0.134 0.1526
O 0.978774 1.545598 1.667992 -0.936 0.419 0.795 -0.0160
Sm -0.578201 3.619609 1.809984 0.722 -1.031 -0.174 1.9198
```
Forces are in eV/Å.

Properties
Total charge: +2
HOMO (spin up / spin down), Eh: -0.64741 / -0.64749
E_LUMO (spin up / spin down), eV: -9.6 / -9.4
2S+1: 7
Kohn-Sham gap (spin up / spin down), eV: 8.0574 / 8.2400


The energy above the lowest of the compared OMol25 structures with the same formula, charge and spin results, record by record, are as follows: 12.17 71.23 37.16 32.63 52.56 30.98 kcal/mol.